No. 1
C3H7O5PS | ωB97M-V/def2-TZVPD

```
17
Properties=species:S:1:pos:R:3:forces:R:3
C -1.856279 -1.512065 0.539375 0.75 -1.30 0.07
C -0.582713 -0.867844 1.119468 -0.38 0.10 -0.02
C 0.918389 1.849668 -1.406408 0.20 0.40 -0.13
O 0.147381 3.157502 1.580938 -0.28 -0.97 -0.39
O -3.375398 1.668815 -0.457516 -0.28 0.20 0.47
O -2.097468 0.059452 -1.808545 -0.11 -0.15 0.02
O -2.895494 -0.567828 0.475297 -0.78 0.93 -0.34
O 0.541018 0.665617 -0.691977 0.30 -0.22 -0.48
P -0.493413 0.852006 0.492250 0.21 1.24 1.25
S -2.430098 0.614746 -0.527191 0.33 -0.26 -0.42
H -1.670712 -1.892274 -0.471449 0.03 -0.09 0.24
H -2.207695 -2.324362 1.180698 0.02 0.16 -0.14
H -0.640472 -0.833837 2.207946 0.02 0.05 -0.03
H 0.318510 -1.406455 0.823107 -0.03 0.09 0.00
H 0.965853 2.695247 -0.712323 0.04 -0.07 -0.14
H 0.198638 2.061068 -2.199684 0.02 -0.11 0.05
H 1.898587 1.656202 -1.835774 -0.06 0.02 0.00
```
Forces are in eV/Å.

## Properties
**Charge**: 0
**Strongest force on any atom**: 1.8 eV/Å



No. 2
C4H4OS | ωB97M-V/def2-TZVPD

```
10
Properties=species:S:1:pos:R:3:forces:R:3
O -3.114390 0.087848 2.060291 -0.07 0.61 -0.25
C -2.562501 -0.918784 2.107172 -0.87 0.95 0.21
S -1.903403 -2.286835 2.263494 0.91 -1.60 0.08
C -0.884882 -0.833852 -0.941769 -0.17 -0.15 -1.32
C -0.446074 0.039515 -0.241555 -1.26 -1.05 -0.44
C 0.047415 0.902258 0.777587 -2.66 1.18 2.44
H -1.228499 -1.480278 -1.757078 0.33 0.54 1.01
H 1.055522 0.936106 0.629334 2.91 1.15 -0.40
H -0.003820 0.398079 1.770360 -0.33 0.12 -0.55
H -0.502108 1.918049 0.945249 1.21 -1.75 -0.79
```
Forces are in eV/Å.

## Properties
**SMILES**: O=C=S.C#CC
**Charge**: 0
**Strongest force on any atom**: 3.8 eV/Å



No. 3
C4H8O3 | ωB97M-V/def2-TZVPD

```
15
Properties=species:S:1:pos:R:3:forces:R:3
C -0.743953 -0.346624 -2.411799 -0.07 0.04 -0.26
O -0.247208 -0.544518 -1.090698 -0.03 0.04 0.20
C -0.075270 0.554454 -0.333349 -0.01 0.32 -0.04
O 0.073086 1.673984 -0.758338 -0.11 -0.56 0.19
C -0.166019 0.163657 1.136481 -0.05 -0.23 -0.04
C 1.021219 -0.681101 1.594074 0.08 -0.03 0.03
O -0.373951 1.278023 1.960480 0.15 0.16 0.00
H -1.784652 -0.016256 -2.342210 0.12 0.01 -0.12
H -0.701217 -1.323566 -2.893696 0.03 0.18 0.01
H -0.161334 0.393109 -2.962357 0.00 -0.10 0.08
H -1.078089 -0.439177 1.199086 0.09 0.06 0.08
H 1.267253 -1.464454 0.871584 -0.08 0.09 0.10
H 0.774666 -1.142956 2.553418 0.09 0.06 -0.11
H 1.900758 -0.043953 1.737955 -0.10 -0.08 -0.08
H 0.294711 1.939376 1.739368 -0.12 0.04 -0.03
```
Forces are in eV/Å.

## Properties
**SMILES**: COC(=O)[C@@H](C)O
**Charge**: 0
**Strongest force on any atom**: 0.6 eV/Å



No. 4
C3H7N4O2 | ωB97M-V/def2-TZVPD

```
16
Properties=species:S:1:pos:R:3:forces:R:3
N 2.825806 1.161761 0.109416 0.52 -2.68 -0.06
C 1.669231 0.449725 -0.118958 -2.61 -1.27 0.98
N 1.440800 -0.847938 -0.165870 0.50 3.07 -0.30
O 2.027225 -1.877719 -0.071196 1.53 -1.78 0.02
O -0.046504 -1.047808 -0.491375 -1.38 0.62 -0.74
C -0.689637 0.172927 -0.584008 1.61 -0.17 4.61
C -2.258466 -0.078963 0.048734 3.30 -0.79 0.90
N -2.531711 -1.293442 0.385691 -1.06 -0.15 0.41
N 0.400589 1.086304 -0.004645 -0.77 -4.32 -1.32
H 3.613728 0.604883 0.532990 -1.22 1.15 -0.61
H 2.658532 2.088345 0.421687 0.30 0.60 0.45
H -1.070285 0.539605 -1.461419 -0.22 0.57 -3.16
H -3.006522 0.720906 0.073464 -0.06 -0.56 -0.40
H -1.950231 -2.135492 0.641878 0.49 1.67 -1.06
H -3.505503 -1.556027 0.524320 -0.16 0.37 0.14
H 0.422955 2.012932 0.159294 -0.78 3.67 0.14
```
Forces are in eV/Å.

## Properties
**SMILES**: NC1=[N+]([O-])O[C@@H](C=[NH2+])N1
**Charge**: +1
**Strongest force on any atom**: 4.9 eV/Å



Going through the records in order, we get E_tot values of -1234.0503, -628.1771, -382.9306, -487.5521 a.u..